ORCA calculation (ωB97M-V/def2-TZVPD) on a single C11H13N2P molecule.

Output
- E: -877.6039 hartree
- Energy relative to the best compared isomer or geometry (same formula, charge and spin): 423.74 kJ/mol
- SMILES: [H]/P=C(/C)[C@@H](C=C)/N=N/c1ccccc1
- HOMO level: -8.5592 eV

```
! wB97M-V def2-TZVPD RIJCOSX def2/J DEFGRID3
* xyz 0 1
C -4.51 0.04 0.39
C -3.62 -0.55 1.28
C -4.14 0.58 -0.78
C -2.33 -0.49 0.96
C -2.82 0.64 -1.16
C -1.89 0.14 -0.21
C 3.67 -1.71 -0.71
C 2.48 -1.48 -0.16
C 2.15 1.16 0.30
C 3.53 1.05 0.86
C 1.54 -0.33 -0.54
N -0.59 0.23 -0.72
N 0.27 -0.49 -0.10
P 1.10 2.51 0.07
H -5.52 -0.10 0.63
H -3.83 -1.13 2.19
H -5.03 0.86 -1.38
H -1.59 -0.95 1.43
H -2.61 0.97 -2.13
H 4.24 -2.69 -0.45
H 4.17 -1.04 -1.27
H 2.11 -2.16 0.59
H 3.57 1.85 1.61
H 3.59 0.10 1.19
H 4.23 1.12 0.10
H 1.85 0.07 -1.63
H -0.04 1.78 -0.36
*
```